C6H41N2O12 | ωB97M-V/def2-TZVPD

Computed properties:
**LUMO**: -0.0892 Ha
**Orbital gap**: 8.886 eV
**Electronic energy**: -34424.7220 eV
**Relative energy (zero: lowest compared OMol25 entry of this formula, charge and spin)**: 224.0 kcal/mol
**Net charge**: +1
**HOMO energy**: -11.313 eV
**Max |F|**: 0.3325 hartree/bohr

XYZ file:
```
61
Properties=species:S:1:pos:R:3:mulliken_charge:R:1
N -0.33762 0.36726 2.29821 0.30
C 0.03819 0.63375 0.88050 -2.68
C -0.69211 -0.16571 -0.19140 3.11
N -1.41703 0.70169 -1.12454 0.07
C -2.69369 1.11013 -0.47216 -0.95
C -2.05329 -1.36919 -2.44978 -1.26
C -1.62316 0.09173 -2.44484 0.84
C -0.38111 0.26141 -3.34589 -0.98
H -1.31603 0.60651 2.51548 0.38
H -0.21837 -0.60125 2.61102 0.42
H 0.22397 1.02359 2.88437 0.48
H 1.10439 0.51289 0.75131 0.66
H -0.04969 1.71538 0.85140 0.56
H 0.03372 -0.86391 -0.61615 -1.12
H -1.34524 -0.88680 0.30420 -0.34
H -2.71474 0.88140 0.59217 0.28
H -2.71498 2.18559 -0.63821 0.31
H -3.62861 0.64000 -0.78017 0.24
H -2.79157 -1.53182 -1.65152 0.21
H -2.59714 -1.63057 -3.35281 0.49
H -1.26410 -2.07660 -2.20286 0.27
H -2.38182 0.73048 -2.88228 0.08
H 0.53487 0.13406 -2.76260 -0.14
H -0.28695 1.23231 -3.83021 0.28
H -0.42386 -0.54803 -4.07246 0.41
H -4.54138 1.27441 -3.70945 0.30
H -4.25366 2.57196 -2.79295 0.32
O -4.56404 1.66674 -2.82471 -0.62
H -1.79664 -2.69758 1.37825 0.29
H -3.00341 -2.12478 0.50352 0.25
O -2.48888 -2.01889 1.30316 -0.76
H 4.13937 -0.33535 1.57952 0.47
H 5.54230 -0.97805 2.06480 0.31
O 4.71352 -1.11106 1.60881 -0.50
H 0.44596 2.14864 -1.24434 0.31
H 1.71935 2.28649 -2.17922 0.26
O 1.41764 2.18441 -1.27669 -0.63
H 0.03836 -3.17676 1.09444 0.43
H 0.19745 -3.07280 -0.37342 0.27
O -0.40376 -3.46404 0.26386 -0.73
H 3.01972 0.50066 -0.55643 0.18
H 4.35172 -0.17607 -0.68604 0.43
O 3.94922 0.61901 -0.32387 -0.80
H 1.50866 -1.53253 1.72655 0.44
H 1.36556 -2.71859 2.92132 0.24
O 0.96886 -2.15707 2.24723 -0.68
H 3.55084 1.76707 1.22968 0.22
H 2.55202 2.80565 0.93448 0.31
O 2.71109 2.10704 1.57930 -0.56
H -0.21212 3.14974 3.92872 0.25
H 1.30131 3.02214 3.32266 0.29
O 0.36871 2.78870 3.26185 -0.59
H -3.58112 -0.26683 3.81536 0.29
H -3.22644 -1.03513 2.58659 0.33
O -2.95314 -0.22456 3.07827 -0.62
H 2.93190 -0.84484 -2.77225 0.26
H 1.58074 -1.41690 -2.30658 0.25
O 2.27830 -0.79368 -2.06375 -0.65
H 2.86755 -0.84531 -0.16455 0.21
H 3.66011 -0.36602 1.18274 0.11
O 2.84031 -0.69012 0.79238 -0.80
```


C33H48N6O3PRe | ωB97M-V/def2-TZVPD

Computed properties:
**LUMO (spin up / spin down)**: -0.0823 / -0.0944 Ha
**Expectation value of S²**: 0.77
**Orbital gap (spin up / spin down)**: 6.379 / 7.128 eV
**2S+1**: 2
**Electronic energy**: -61498.0740 eV
**Relative energy (zero: lowest compared OMol25 entry of this formula, charge and spin)**: 3.7 kcal/mol
**Net charge**: +1
**HOMO energy (spin up / spin down)**: -8.619 / -9.698 eV
**Max |F|**: 0.0152 hartree/bohr

XYZ file:
```
92
Properties=species:S:1:pos:R:3:mulliken_charge:R:1
Re -0.03587 -0.62474 0.01919 0.75
C -0.79397 -1.63840 2.89765 -1.09
N 0.21868 -0.75521 2.25481 0.51
C 0.18988 0.54499 2.97041 -0.68
C 1.57251 -1.33233 2.41754 0.52
C 2.00685 -1.87305 3.61526 -0.42
C 3.27819 -2.41870 3.71502 -1.04
C 4.10801 -2.42484 2.60768 -0.88
C 3.69408 -1.86332 1.41087 -0.92
C 2.43065 -1.28021 1.31051 -0.14
N 1.89111 -0.72614 0.13580 1.49
C 2.63166 -0.41168 -1.01756 0.25
C 3.92922 0.08936 -1.00369 -0.95
C 4.52361 0.51870 -2.18178 -0.94
C 3.83023 0.46584 -3.37661 -1.02
C 2.52724 -0.01922 -3.39872 -0.36
C 1.92551 -0.44755 -2.23007 0.24
N 0.55171 -0.99028 -2.17584 0.25
C -0.27886 -0.48040 -3.28833 -1.26
C 0.69267 -2.46182 -2.40279 -1.22
H -0.66132 -1.63443 3.98017 0.64
H -1.78230 -1.24875 2.67699 0.04
H -0.68622 -2.64934 2.51647 0.17
H 0.40993 0.40158 4.03109 0.59
H 0.94382 1.20067 2.53858 0.24
H -0.80414 0.97483 2.85582 -0.26
H 1.35667 -1.88962 4.47860 0.41
H 3.60903 -2.85121 4.64892 0.43
H 5.08647 -2.88251 2.66969 0.44
H 4.33950 -1.89982 0.54729 0.59
H 4.45420 0.18651 -0.06483 0.69
H 5.53102 0.91367 -2.15859 0.45
H 4.29403 0.80349 -4.29320 0.44
H 1.99590 -0.05035 -4.33867 0.43
H 0.07127 -0.86666 -4.24704 0.51
H -1.29597 -0.83704 -3.14498 0.06
H -0.27373 0.60364 -3.30038 0.42
H 1.16423 -2.62606 -3.37420 0.48
H 1.31223 -2.89550 -1.62209 0.24
H -0.28870 -2.93227 -2.38851 0.51
C -0.39818 5.06671 1.68619 -1.52
C -0.23233 3.56522 1.66182 0.09
O -0.78987 3.07052 0.43305 0.06
P -0.20220 1.85404 -0.44333 -0.48
O -0.99711 2.19909 -1.78631 0.03
C -1.99989 3.20762 -2.05522 -0.04
C -1.42093 4.49938 -2.57860 -1.34
O 1.33289 2.22092 -0.65832 0.20
C 1.86437 3.49642 -1.08048 0.13
C 3.17814 3.72996 -0.37613 -1.19
H 0.05263 5.47700 2.59014 0.45
H -1.45173 5.34362 1.67217 0.34
H 0.09313 5.52161 0.82545 0.29
H -0.76783 3.09732 2.48901 0.24
H 0.82290 3.29020 1.72462 0.15
H -2.58124 3.37508 -1.15030 -0.05
H -2.64051 2.74623 -2.80715 0.49
H -0.89269 5.04442 -1.79969 0.20
H -2.23537 5.13434 -2.92973 0.46
H -0.74771 4.31973 -3.41681 0.29
H 1.14661 4.28195 -0.85104 -0.02
H 1.99507 3.44227 -2.16217 0.25
H 3.03817 3.80221 0.70323 0.29
H 3.62288 4.66294 -0.72411 0.44
H 3.87153 2.91772 -0.58568 0.17
C 0.02318 -5.00908 0.57123 -1.51
C -1.33903 -4.59402 0.09221 0.69
C -2.34853 -5.52434 -0.09438 -0.76
C -3.62589 -5.14606 -0.49002 -0.93
C -3.90790 -3.80492 -0.71239 -1.20
C -2.92684 -2.84126 -0.55323 1.18
C -3.22669 -1.40722 -0.88784 -1.20
C -1.63128 -3.23087 -0.14644 -0.04
N -0.70592 -2.27570 0.06444 1.17
H 0.30161 -5.97756 0.15651 0.52
H 0.04331 -5.10421 1.66038 0.29
H 0.78539 -4.27969 0.29932 0.08
H -2.13225 -6.57156 0.08192 0.49
H -4.39793 -5.89179 -0.61926 0.42
H -4.90369 -3.50590 -1.01893 0.45
H -4.31290 -1.29410 -0.94332 0.60
H -2.83230 -1.15190 -1.87533 0.40
H -2.84748 -0.64172 1.03789 -0.01
N -3.16193 0.59661 2.70576 -0.43
C -3.70702 1.58988 2.11194 -0.26
C -3.65548 1.77475 0.67081 -0.65
C -3.21235 0.86448 -0.21462 -0.37
N -2.68175 -0.39256 0.05618 -0.18
H -3.34653 0.62175 3.70626 0.21
H -4.25626 2.35395 2.66675 0.36
H -4.05552 2.69934 0.27848 0.39
H -3.26777 1.08540 -1.27543 0.75
```


C29H29NO2 | ωB97M-V/def2-TZVPD

Computed properties:
**LUMO**: -0.0692 Ha
**Orbital gap**: 5.821 eV
**Electronic energy**: -36125.5386 eV
**Relative energy (zero: lowest compared OMol25 entry of this formula, charge and spin)**: 93.4 kcal/mol
**Net charge**: 0
**HOMO energy**: -7.705 eV
**Max |F|**: 0.0756 hartree/bohr

XYZ file:
```
61
Properties=species:S:1:pos:R:3:mulliken_charge:R:1
C -5.83898 0.16633 2.54640 -1.00
N -4.77758 0.09448 3.52301 0.09
C -5.18750 0.02324 4.90718 -1.19
C -3.46453 0.04083 3.14273 1.04
C -3.06198 0.71822 1.96976 -1.02
C -1.73241 0.73394 1.61451 -0.45
C -0.78998 -0.05841 2.26846 -0.29
C 0.60731 -0.01529 1.75142 1.48
C 1.46495 -1.17686 2.17150 -0.94
C 2.67991 -0.71464 2.72395 0.71
C 3.61653 -1.60447 3.24266 -0.29
C 3.31747 -2.97222 3.20156 -0.68
C 2.11358 -3.43701 2.64294 -0.92
C 1.16644 -2.53002 2.14097 0.17
C 2.62636 0.75096 2.78034 -0.20
C 1.37632 1.16979 2.27103 0.51
C 1.00149 2.50175 2.30916 -0.09
C 1.87396 3.42288 2.90648 -0.89
C 3.11277 3.00987 3.42456 -0.60
C 3.50474 1.66744 3.35102 -0.62
C -1.19584 -0.78167 3.40831 -0.21
C -2.49681 -0.67941 3.88518 -1.00
H -5.43116 0.30668 1.54334 0.31
H -6.43452 -0.75813 2.53761 0.32
H -6.50527 1.00345 2.78183 0.33
H -4.38258 0.39713 5.55180 0.41
H -6.07750 0.65171 5.04898 0.35
H -5.43989 -1.00135 5.22076 0.33
H -3.78727 1.26154 1.36401 0.35
H -1.44627 1.31938 0.74074 0.25
H 4.55236 -1.20514 3.63800 0.40
H 4.02385 -3.68678 3.61818 0.39
H 1.89312 -4.50692 2.60354 0.40
H 0.22137 -2.85834 1.70579 0.52
H 0.05148 2.80623 1.87844 0.52
H 1.57080 4.46885 2.98466 0.39
H 3.77175 3.73997 3.89668 0.39
H 4.46747 1.31388 3.72185 0.43
H -0.48542 -1.43353 3.91617 0.46
H -2.79290 -1.20336 4.79392 0.46
C 1.91278 0.67250 -4.85802 -2.04
C 1.37905 0.22342 -3.50074 1.82
C 0.56820 -1.07103 -3.64176 -1.70
C 2.54762 0.01777 -2.52946 -1.16
C 2.07956 -0.34633 -1.11841 0.43
O 2.76220 -1.14960 -0.45914 -0.71
C 0.87982 0.24756 -0.65449 0.95
C 0.02482 0.98308 -1.49416 0.24
O -1.12558 1.35828 -1.17274 -0.79
C 0.50274 1.33369 -2.90686 -1.11
H 2.49921 1.59839 -4.76009 0.41
H 2.55997 -0.10770 -5.27768 0.42
H 1.08021 0.85611 -5.55039 0.42
H 0.20125 -1.42724 -2.67106 0.34
H -0.29070 -0.89545 -4.30079 0.42
H 1.20381 -1.84639 -4.08578 0.43
H 3.20921 -0.76686 -2.91207 0.38
H 3.12694 0.95443 -2.48798 0.38
H 0.56913 0.07199 0.46506 -0.50
H 1.09638 2.26365 -2.86630 0.35
H -0.36768 1.51743 -3.55201 0.39
```


Repeat the third record exactly.
C29H29NO2 | ωB97M-V/def2-TZVPD

Computed properties:
**LUMO**: -0.0692 Ha
**Orbital gap**: 5.821 eV
**Electronic energy**: -36125.5386 eV
**Relative energy (zero: lowest compared OMol25 entry of this formula, charge and spin)**: 93.4 kcal/mol
**Net charge**: 0
**HOMO energy**: -7.705 eV
**Max |F|**: 0.0756 hartree/bohr

XYZ file:
```
61
Properties=species:S:1:pos:R:3:mulliken_charge:R:1
C -5.83898 0.16633 2.54640 -1.00
N -4.77758 0.09448 3.52301 0.09
C -5.18750 0.02324 4.90718 -1.19
C -3.46453 0.04083 3.14273 1.04
C -3.06198 0.71822 1.96976 -1.02
C -1.73241 0.73394 1.61451 -0.45
C -0.78998 -0.05841 2.26846 -0.29
C 0.60731 -0.01529 1.75142 1.48
C 1.46495 -1.17686 2.17150 -0.94
C 2.67991 -0.71464 2.72395 0.71
C 3.61653 -1.60447 3.24266 -0.29
C 3.31747 -2.97222 3.20156 -0.68
C 2.11358 -3.43701 2.64294 -0.92
C 1.16644 -2.53002 2.14097 0.17
C 2.62636 0.75096 2.78034 -0.20
C 1.37632 1.16979 2.27103 0.51
C 1.00149 2.50175 2.30916 -0.09
C 1.87396 3.42288 2.90648 -0.89
C 3.11277 3.00987 3.42456 -0.60
C 3.50474 1.66744 3.35102 -0.62
C -1.19584 -0.78167 3.40831 -0.21
C -2.49681 -0.67941 3.88518 -1.00
H -5.43116 0.30668 1.54334 0.31
H -6.43452 -0.75813 2.53761 0.32
H -6.50527 1.00345 2.78183 0.33
H -4.38258 0.39713 5.55180 0.41
H -6.07750 0.65171 5.04898 0.35
H -5.43989 -1.00135 5.22076 0.33
H -3.78727 1.26154 1.36401 0.35
H -1.44627 1.31938 0.74074 0.25
H 4.55236 -1.20514 3.63800 0.40
H 4.02385 -3.68678 3.61818 0.39
H 1.89312 -4.50692 2.60354 0.40
H 0.22137 -2.85834 1.70579 0.52
H 0.05148 2.80623 1.87844 0.52
H 1.57080 4.46885 2.98466 0.39
H 3.77175 3.73997 3.89668 0.39
H 4.46747 1.31388 3.72185 0.43
H -0.48542 -1.43353 3.91617 0.46
H -2.79290 -1.20336 4.79392 0.46
C 1.91278 0.67250 -4.85802 -2.04
C 1.37905 0.22342 -3.50074 1.82
C 0.56820 -1.07103 -3.64176 -1.70
C 2.54762 0.01777 -2.52946 -1.16
C 2.07956 -0.34633 -1.11841 0.43
O 2.76220 -1.14960 -0.45914 -0.71
C 0.87982 0.24756 -0.65449 0.95
C 0.02482 0.98308 -1.49416 0.24
O -1.12558 1.35828 -1.17274 -0.79
C 0.50274 1.33369 -2.90686 -1.11
H 2.49921 1.59839 -4.76009 0.41
H 2.55997 -0.10770 -5.27768 0.42
H 1.08021 0.85611 -5.55039 0.42
H 0.20125 -1.42724 -2.67106 0.34
H -0.29070 -0.89545 -4.30079 0.42
H 1.20381 -1.84639 -4.08578 0.43
H 3.20921 -0.76686 -2.91207 0.38
H 3.12694 0.95443 -2.48798 0.38
H 0.56913 0.07199 0.46506 -0.50
H 1.09638 2.26365 -2.86630 0.35
H -0.36768 1.51743 -3.55201 0.39
```


Which formula does entry 3 have? C29H29NO2


electronic energy of number 1 (C6H41N2O12)? -34424.7220 eV